Model A:
# C5H7N

One molecule with the formula C5H7N (ωB97M-V/def2-TZVPD, the OMol25 dataset).

- gap between HOMO and LUMO (alpha / beta) (eV) = 7.505 / 7.507
- spin multiplicity = 1
- LUMO level (alpha / beta) (eV) = 0.77 / 0.78

Last column: Löwdin charge in e.
Element x y z (Å)
C  -2.7747  -0.1374  0.3934  0.13
C  -1.6875  -0.4481  -0.0044  -0.11
C  -0.3806  -0.8456  -0.5132  -0.14
N  0.6681  0.0357  0.0769  -0.27
C  0.7824  1.2134  -0.4959  -0.06
C  1.7191  -0.2026  0.8563  -0.04
H  -3.7448  0.1175  0.7464  0.03
H  -0.0716  -1.8736  -0.3437  0.13
H  -0.2890  -0.6578  -1.5944  0.13
H  1.1730  2.0349  0.0630  0.06
H  0.2471  1.3982  -1.3818  0.05
H  1.7216  -0.9694  1.5720  0.03
H  2.6370  0.3349  0.6254  0.07


Model B:
# C5H7N

One molecule with the formula C5H7N (ωB97M-V/def2-TZVPD, the OMol25 dataset).

- gap between HOMO and LUMO (eV) = 11.506
- spin multiplicity = 1
- LUMO level (eV) = 0.93
- structure (SMILES) = C[C@H]1C[C@H]1C#N

Last column: Löwdin charge in e.
Element x y z (Å)
C  -1.0958  0.1362  1.1681  -0.06
C  0.0841  0.6604  0.3945  -0.30
C  1.2812  -0.1628  0.0568  -0.07
C  0.3377  0.2790  -1.0507  -0.23
C  -0.2479  -0.8673  -1.7159  -0.21
N  -0.5444  -1.8666  -2.2232  0.14
H  -1.9761  0.7608  0.9804  0.08
H  -0.9011  0.1376  2.2458  0.08
H  -1.3421  -0.8847  0.8620  0.08
H  0.3248  1.7056  0.6044  0.14
H  1.1679  -1.2241  0.2328  0.11
H  2.2980  0.2189  0.1318  0.11
H  0.6136  1.1069  -1.6868  0.13


Most favorable structure: model B. The second most favorable one is 0.1543 hartree above it.


Model A:
# C3H5NO

One molecule with the formula C3H5NO (ωB97M-V/def2-TZVPD, the OMol25 dataset).

- gap between HOMO and LUMO (eV) = 10.736
- spin multiplicity = 1
- LUMO level (eV) = 0.98
- structure (SMILES) = O=C1CCN1

Last column: Löwdin charge in e.
Element x y z (Å)
O  -1.7692  -0.1126  -1.5195  0.08
C  -0.7980  -0.0573  -0.8216  -0.50
C  -0.6184  -0.0620  0.7394  -0.07
C  0.8994  0.1333  0.4739  -0.15
N  0.5859  -0.1032  -0.9446  0.05
H  -1.3154  0.6595  1.3049  0.13
H  -1.0277  -1.0548  1.0852  0.12
H  1.4945  -0.6191  0.9028  0.08
H  1.4605  1.1043  0.5889  0.12
H  1.0884  0.1117  -1.8094  0.14


Model B:
# C3H5NO

One molecule with the formula C3H5NO (ωB97M-V/def2-TZVPD, the OMol25 dataset).

- gap between HOMO and LUMO (eV) = 11.282
- spin multiplicity = 1
- LUMO level (eV) = 0.82
- structure (SMILES) = N#CCCO

Last column: Löwdin charge in e.
Element x y z (Å)
N  0.2695  -0.3999  2.2116  0.17
C  0.5410  0.0949  1.1989  -0.22
C  0.7979  0.3119  -0.2278  -0.11
C  -0.2967  -0.6512  -0.7861  -0.25
O  -1.3327  -0.6743  0.1700  -0.13
H  1.8427  0.0457  -0.4215  0.12
H  0.6231  1.3427  -0.5496  0.12
H  0.1214  -1.6499  -0.9793  0.12
H  -0.6964  -0.2703  -1.7342  0.12
H  -0.9464  -0.8949  1.1062  0.07


Most favorable structure: model A. The second most favorable one is 0.0220 hartree above it.


Model A:
# C3H5NO

One molecule with the formula C3H5NO (ωB97M-V/def2-TZVPD, the OMol25 dataset).

- gap between HOMO and LUMO (eV) = 9.217
- spin multiplicity = 1
- LUMO level (eV) = 0.57
- structure (SMILES) = C=CNC=O

Last column: Löwdin charge in e.
Element x y z (Å)
C  -1.0700  -0.4698  1.1198  0.02
C  -0.9178  0.4202  0.0146  -0.21
N  0.1102  0.1196  -0.8471  -0.02
C  1.4766  -0.2734  -0.7717  -0.22
O  1.9857  -0.6280  0.3295  -0.01
H  -1.7969  -0.1917  1.7886  -0.01
H  -0.1947  -1.0580  1.5300  0.07
H  -1.7907  1.1445  -0.2290  0.14
H  0.0682  1.0408  -1.4140  0.16
H  2.1294  -0.1040  -1.5206  0.09


Model B:
# C3H5NO

A 2-piece molecular cluster, C3H5NO overall (ωB97M-V/def2-TZVPD, the OMol25 dataset).

- gap between HOMO and LUMO (eV) = 8.635
- spin multiplicity = 1
- LUMO level (eV) = 0.56

Last column: Löwdin charge in e.
Element x y z (Å)
C  1.0063  -0.1624  -0.2377  -0.26
C  -2.0143  1.9898  -0.8016  -0.01
C  1.0962  -1.2467  0.6865  -0.07
N  0.8678  0.5330  -1.1472  0.16
O  -1.1639  2.1481  -1.8270  -0.11
H  -0.3091  2.0243  -1.3799  0.00
H  -3.0654  1.7432  -1.1173  -0.01
H  0.3877  -1.9844  0.3298  0.09
H  0.8657  -0.9624  1.7584  0.10
H  2.2254  -1.3606  0.8827  0.12


Most favorable structure: model A. The second most favorable one is 0.0561 hartree above it.


Model A:
# C3H5NO

One molecule with the formula C3H5NO (ωB97M-V/def2-TZVPD, the OMol25 dataset).

- gap between HOMO and LUMO (eV) = 8.682
- spin multiplicity = 1
- LUMO level (eV) = -0.47

Last column: Löwdin charge in e.
Element x y z (Å)
C  -0.0421  0.7378  -0.8214  0.13
C  0.8607  0.6132  0.2821  -0.26
N  0.5872  -0.8485  0.3547  0.04
C  -0.6827  -1.2086  0.4774  -0.44
O  -1.6827  -0.6189  0.0402  -0.03
H  -0.9705  1.2907  -0.7936  0.08
H  0.2526  0.2971  -1.7676  0.10
H  1.9193  0.7290  0.0504  0.12
H  0.5809  1.1616  1.1859  0.12
H  -0.8036  -2.1671  1.0065  0.13


Model B:
# C3H5NO

One molecule with the formula C3H5NO (ωB97M-V/def2-TZVPD, the OMol25 dataset).

- gap between HOMO and LUMO (eV) = 10.961
- spin multiplicity = 1
- LUMO level (eV) = 0.09
- structure (SMILES) = C[C@@H](O)C#N

Last column: Löwdin charge in e.
Element x y z (Å)
C  -1.2013  -0.0633  -0.0832  -0.04
C  0.2898  -0.1636  0.1250  -0.48
O  0.8737  -1.2933  -0.4640  -0.01
C  1.0421  1.0987  -0.1328  -0.14
N  1.5949  1.7915  0.6117  0.17
H  -1.5040  -0.0254  -1.1313  0.09
H  -1.5741  0.8242  0.4403  0.09
H  -1.6249  -0.9505  0.3912  0.09
H  0.4474  -0.1808  1.2093  0.14
H  1.6564  -1.0376  -0.9662  0.10


Model C:
# C3H5NO

A 2-piece molecular cluster, C3H5NO overall (ωB97M-V/def2-TZVPD, the OMol25 dataset).

- gap between HOMO and LUMO (eV) = 9.760
- spin multiplicity = 1
- LUMO level (eV) = 0.39

Last column: Löwdin charge in e.
Element x y z (Å)
C  -0.5336  -0.2377  -0.9745  -0.05
C  -0.4317  0.9356  -0.0307  -0.24
N  0.9606  1.0559  0.4102  0.08
C  1.5412  0.1153  -0.1815  -0.17
O  0.7111  -0.6825  -1.0155  -0.06
H  -1.5512  -2.0170  1.2147  0.05
H  -1.5891  -1.8188  0.4975  0.01
H  -0.7668  1.8517  -0.5342  0.12
H  -1.1003  0.7890  0.8272  0.11
H  2.5827  -0.1809  -0.1530  0.13


Model D:
# C3H5NO

C3H5NO as an isolated structure (ωB97M-V/def2-TZVPD, the OMol25 dataset).

- gap between HOMO and LUMO (eV) = 9.747
- spin multiplicity = 1
- LUMO level (eV) = 0.30

Last column: Löwdin charge in e.
Element x y z (Å)
C  -0.4031  0.9116  -0.4226  -0.16
C  0.8198  0.4848  0.4272  -0.16
N  1.2896  -0.6482  0.0657  0.09
C  -0.0864  -1.1623  -0.0896  -0.28
O  -0.7748  -0.3350  -0.9977  -0.10
H  -1.2566  1.3718  0.0936  0.13
H  -0.0213  1.5971  -1.1903  0.13
H  1.1032  0.9107  1.3862  0.12
H  -0.5172  -0.8973  0.9124  0.11
H  -0.1532  -2.2333  -0.1848  0.12


Most favorable structure: model B. The second most favorable one is 0.0615 hartree above it.


Model A:
# C3H5NO

One molecule with the formula C3H5NO (ωB97M-V/def2-TZVPD, the OMol25 dataset).

- gap between HOMO and LUMO (eV) = 10.410
- spin multiplicity = 1
- LUMO level (eV) = 0.93
- structure (SMILES) = O=C1CCN1

Last column: Löwdin charge in e.
Element x y z (Å)
O  2.9430  0.3253  -0.0982  0.08
C  1.7880  0.0325  -0.0262  -0.40
C  0.2947  1.0669  0.0275  0.01
C  -0.3430  -0.3765  -0.0288  -0.19
N  0.9757  -1.0459  0.0426  0.06
H  0.2683  1.4496  0.9621  0.02
H  -0.1845  1.8326  -0.6957  0.11
H  -1.0883  -0.7427  0.6939  0.10
H  -0.8278  -0.7199  -0.8831  0.07
H  1.2332  -1.9998  0.1588  0.13


Model B:
# C3H5NO

One molecule with the formula C3H5NO (ωB97M-V/def2-TZVPD, the OMol25 dataset).

- gap between HOMO and LUMO (eV) = 9.235
- spin multiplicity = 1
- LUMO level (eV) = 1.04
- structure (SMILES) = C1=CONC1

Last column: Löwdin charge in e.
Element x y z (Å)
C  -0.8662  0.4141  -0.3715  -0.08
C  -0.1788  1.2525  0.3902  -0.17
O  0.9081  0.7249  0.9993  -0.09
N  0.8334  -0.7202  0.7417  0.00
C  -0.0898  -0.8816  -0.3969  -0.20
H  -1.7996  0.6153  -0.8854  0.10
H  -0.3143  2.3026  0.6125  0.12
H  1.7945  -0.9192  0.4739  0.11
H  -0.7098  -1.7685  -0.2450  0.11
H  0.4499  -0.9988  -1.3432  0.11


Most favorable structure: model A. The second most favorable one is 0.0372 hartree above it.